The following is a quantum chemistry calculation of a structure of composition C6H9BrClN2 at a distorted geometry, from OMol25.

For the LUMO energy, the calculation gives -5.684 eV. The value obtained for the frontier orbital gap is 8.2 eV. The highest occupied orbital energy is -0.511 Eh.

Structure (ORCA input):
```
! wB97M-V def2-TZVPD RIJCOSX def2/J DEFGRID3
* xyz 1 1
C -1.899 -1.164 -1.071
C -1.636 1.035 -1.594
C -0.518 -1.143 -0.477
C -0.331 0.192 0.220
C 2.111 -0.490 1.525
C 1.578 0.452 0.481
N -2.381 -0.097 -1.597
N -0.913 1.292 -0.506
Cl -0.981 0.352 1.948
Br 1.657 2.299 0.970
H -2.545 -1.956 -0.985
H -1.825 1.616 -2.373
H -0.281 -1.851 0.378
H 0.242 -1.089 -1.178
H 1.791 -0.011 2.521
H 3.201 -0.425 1.258
H 1.690 -1.594 1.452
H 1.818 0.272 -0.652
H -0.777 2.311 -0.321
*
```

Atomic partial charges in e from the Löwdin method, atoms 1 to 6: -0.01 -0.01 -0.12 -0.70 -0.17 -0.69

---

The following is a quantum chemistry calculation of a cluster of 2 separate species, C6H9BrN2S in total at a distorted geometry, from OMol25.

As for the SMILES: C=C/N=C(/CBr)SC.C#N. For the LUMO energy, the calculation gives 0.389 eV. The value obtained for the frontier orbital gap is 9.0 eV. The highest occupied orbital energy is -0.318 Eh.

Structure (ORCA input):
```
! wB97M-V def2-TZVPD RIJCOSX def2/J DEFGRID3
* xyz 0 1
C -1.587 -0.938 -0.453
C -1.138 0.319 -0.155
N 0.064 0.871 -0.556
C 1.195 0.578 -0.150
C 2.431 1.105 -0.760
Br 2.431 3.007 -0.862
S 1.624 -0.363 1.398
C 0.428 -0.192 2.684
H -2.604 -1.168 -0.198
H -0.994 -1.809 -0.894
H -1.803 1.102 0.255
H 2.661 0.508 -1.763
H 3.247 0.819 -0.114
H 0.655 0.307 3.567
H 0.324 -1.165 3.117
H -0.508 0.184 2.154
C 0.343 0.730 -4.165
N 1.427 0.319 -4.117
H -0.618 0.922 -4.280
*
```

Atomic partial charges in e from the Löwdin method, atoms 1 to 6: 0.01 -0.28 0.03 -0.67 -0.70 0.67

---

The following is a quantum chemistry calculation of the molecule C6H9BrO2S at a distorted geometry, from OMol25.

For the LUMO energy, the calculation gives -1.615 eV. The value obtained for the frontier orbital gap is 8.1 eV. The highest occupied orbital energy is -0.357 Eh.

Structure (ORCA input):
```
! wB97M-V def2-TZVPD RIJCOSX def2/J DEFGRID3
* xyz 0 1
C -0.765 1.375 -1.199
C -1.149 0.026 -1.437
C -0.749 -0.782 -0.106
C 0.679 -0.608 0.354
C 0.909 0.816 0.662
C 1.488 1.623 -0.479
O 0.912 2.866 -2.841
O 1.199 0.446 -3.028
S 0.668 1.578 -2.281
Br 3.292 1.070 -0.733
H -2.343 0.051 -1.507
H -0.820 -0.498 -2.314
H -1.545 -0.373 0.546
H -0.938 -1.876 -0.278
H 0.913 -0.970 1.374
H 1.421 -1.021 -0.356
H -0.032 1.284 0.780
H 1.456 1.086 1.547
H 1.443 2.619 -0.161
*
```

Atomic partial charges in e from the Löwdin method, atoms 1 to 6: -0.01 -0.29 -0.16 -0.23 -0.35 -0.73

---

The following is a quantum chemistry calculation of a structure of composition C6H9Cl at a distorted geometry, from OMol25.

For the LUMO energy, the calculation gives 0.323 eV. The value obtained for the frontier orbital gap is 8.7 eV. The highest occupied orbital energy is -0.306 Eh.

Structure (ORCA input):
```
! wB97M-V def2-TZVPD RIJCOSX def2/J DEFGRID3
* xyz 0 1
C -2.089 0.809 0.086
C -1.027 -0.123 0.184
C 0.343 0.116 -0.020
C 0.858 1.399 -0.192
C 1.170 -0.973 0.459
C 1.513 -2.062 -0.182
H -1.745 1.988 0.790
H -3.162 -0.008 0.495
H -1.981 0.815 -1.315
H 1.567 1.454 -0.961
H 1.111 1.875 0.912
H 0.059 2.071 -0.712
H 1.520 -0.800 1.609
H 2.232 -2.812 0.124
H 1.221 -1.917 -1.241
Cl -1.591 -1.832 -0.035
*
```

Atomic partial charges in e from the Löwdin method, atoms 1 to 6: -0.19 -0.74 -0.44 -0.10 -0.25 -0.03

---

The following is a quantum chemistry calculation of the molecule C6H9Cl at a distorted geometry, from OMol25.

For the LUMO energy, the calculation gives -0.474 eV. The value obtained for the frontier orbital gap is 8.2 eV. The highest occupied orbital energy is -0.319 Eh.

Structure (ORCA input):
```
! wB97M-V def2-TZVPD RIJCOSX def2/J DEFGRID3
* xyz 0 1
C 1.326 0.711 0.517
C -1.088 1.592 0.886
C -0.445 0.562 0.442
C 2.811 -0.085 0.977
C -0.603 -1.095 -1.348
C -1.007 -0.718 0.055
Cl 2.877 -1.691 0.562
H 1.683 0.766 -0.557
H 1.419 1.728 0.834
H -0.888 2.523 1.298
H -2.127 1.494 0.765
H -0.692 -0.198 -1.918
H -1.155 -1.978 -1.901
H 0.377 -1.452 -1.444
H -0.464 -1.513 0.582
H -2.024 -0.646 0.250
*
```

Atomic partial charges in e from the Löwdin method, atoms 1 to 6: -0.17 0.04 -0.27 -0.45 -0.11 -0.25

---

The following is a quantum chemistry calculation of a cluster of 2 separate species, C6H9ClN3O2 in total at a distorted geometry, from OMol25.

For the LUMO energy (spin up / spin down), the calculation gives -5.280 / -5.000 eV. The value obtained for the frontier orbital gap (spin up / spin down) is 6.5 / 7.2 eV. The highest occupied orbital energy (spin up / spin down) is -0.434 / -0.448 Eh.

Structure (ORCA input):
```
! wB97M-V def2-TZVPD RIJCOSX def2/J DEFGRID3
* xyz 1 1
C -2.985 1.977 -1.662
C 0.490 0.476 0.525
C -3.017 -1.206 0.926
C 1.437 -0.412 0.030
C -1.512 -1.049 0.462
C 3.664 -1.008 -0.679
N -2.368 1.714 -0.745
N -0.789 0.076 0.563
N 0.757 1.828 0.835
O -3.703 -0.325 1.273
O 2.622 -0.026 -0.437
Cl -0.791 -2.635 0.377
H -3.628 2.500 -2.337
H -3.418 -2.231 0.977
H 1.207 -1.401 -0.203
H 3.217 -1.980 -0.652
H 4.309 -0.987 0.151
H 4.191 -0.805 -1.613
H -1.347 0.939 0.532
H 1.652 2.252 0.394
H 0.012 2.303 1.283
*
```

Atomic partial charges in e from the Löwdin method, atoms 1 to 6: 0.04 -0.29 -0.27 -0.05 -0.51 0.01